No. 1
This record from the OMol25 dataset describes a molecular structure, C32H79CrN4O12 at a distorted geometry. The level of theory is wB97M-V/def2-TZVPD.

The spin multiplicity is 6. As for the HOMO-LUMO gap (spin up / spin down): 5.693 / 9.030 eV. Its HOMO energy (spin up / spin down) is -5.3 / -8.7 eV.

CARTESIAN COORDINATES (ANGSTROEM)
Cr (2.5310, -27.2784, -10.1504)
C (0.4317, -25.7750, -6.6967)
C (1.2206, -26.3010, -7.9211)
O (0.6507, -26.5646, -9.0414)
O (2.4734, -26.3081, -7.9652)
H (0.6833, -24.7161, -6.6375)
H (0.7380, -26.3549, -5.8260)
H (-0.6285, -25.9853, -6.8378)
C (-2.2602, -22.8337, -10.0922)
C (-1.7725, -24.2890, -9.7750)
C (-2.8377, -25.4120, -9.7599)
O (-0.9095, -24.5894, -10.7902)
H (-3.0172, -22.4980, -9.3835)
H (-2.6174, -22.6885, -11.1117)
H (-1.4891, -22.1091, -9.8306)
H (-1.2581, -24.3498, -8.8159)
H (-3.4880, -25.1744, -10.6018)
H (-3.3854, -25.4792, -8.8199)
H (-2.3940, -26.3860, -9.9659)
H (-0.3117, -25.2316, -10.4006)
C (-3.6145, -23.3755, -6.2414)
C (-4.3233, -24.0384, -5.0302)
C (-3.8863, -23.4769, -3.6658)
O (-5.6682, -23.6841, -5.1454)
H (-3.4976, -22.2922, -6.2130)
H (-4.1439, -23.4960, -7.1865)
H (-2.6186, -23.7936, -6.3876)
H (-4.3066, -25.1276, -5.0708)
H (-3.8978, -24.2506, -2.8981)
H (-4.5107, -22.7043, -3.2172)
H (-2.8802, -23.0866, -3.8193)
H (-6.2112, -24.1643, -4.5160)
C (-0.1940, -34.1461, -8.6697)
O (-0.2594, -32.7435, -8.4626)
C (-0.7878, -32.3929, -7.1377)
C (-1.1004, -30.9036, -7.0589)
N (-2.1922, -30.4811, -7.9953)
C (-2.3172, -29.0140, -8.1151)
C (-2.7349, -28.4187, -6.7353)
O (-1.6246, -28.2417, -5.8607)
C (-1.9828, -27.5822, -4.6145)
H (-1.1528, -34.4170, -9.1118)
H (-0.0010, -34.6564, -7.7261)
H (0.5681, -34.4178, -9.4001)
H (-0.1429, -32.7089, -6.3176)
H (-1.7288, -32.9327, -7.0316)
H (-0.1602, -30.3868, -7.2511)
H (-1.4049, -30.6751, -6.0375)
H (-2.1284, -30.9688, -8.8774)
H (-3.1523, -28.7703, -8.7719)
H (-1.4650, -28.4922, -8.5505)
H (-3.5586, -28.9801, -6.2943)
H (-3.1932, -27.4452, -6.9097)
H (-2.1632, -26.5278, -4.8239)
H (-1.2012, -27.6220, -3.8558)
H (-2.8953, -27.9857, -4.1757)
C (2.4011, -28.7629, -4.7380)
O (1.6841, -28.8054, -3.5342)
C (0.6149, -29.7909, -3.5048)
C (-0.2206, -29.7635, -2.2584)
N (0.3870, -30.3525, -1.0972)
C (1.2998, -29.4417, -0.4634)
C (2.0247, -30.1522, 0.6855)
O (3.1279, -29.3360, 1.1246)
C (3.8345, -29.8914, 2.1295)
H (2.8828, -27.8080, -4.9483)
H (1.7697, -28.9789, -5.5999)
H (3.2374, -29.4596, -4.7947)
H (1.0485, -30.7680, -3.7176)
H (-0.0249, -29.6283, -4.3722)
H (-1.0630, -30.4336, -2.4299)
H (-0.5919, -28.7871, -1.9473)
H (-0.2628, -30.7510, -0.4345)
H (0.7298, -28.6121, -0.0449)
H (2.1594, -29.1791, -1.0799)
H (2.4246, -31.1015, 0.3291)
H (1.3576, -30.3512, 1.5242)
H (3.2848, -29.9020, 3.0707)
H (4.7568, -29.3211, 2.2398)
H (4.0832, -30.9167, 1.8556)
C (2.8496, -24.3640, -11.4682)
O (2.0304, -25.5326, -11.4472)
C (1.5848, -25.8913, -12.7895)
C (0.6778, -27.0934, -12.5736)
N (1.3934, -28.1544, -11.8941)
C (0.5663, -29.2737, -11.3821)
C (1.4063, -30.1625, -10.4042)
O (1.9435, -29.2645, -9.4539)
C (2.8781, -29.9285, -8.6056)
H (3.1842, -24.2219, -10.4406)
H (2.3755, -23.4219, -11.7437)
H (3.6786, -24.5032, -12.1620)
H (2.4613, -26.2539, -13.3264)
H (0.9689, -25.1206, -13.2530)
H (0.3216, -27.3944, -13.5588)
H (-0.1838, -26.7679, -11.9907)
H (1.9682, -28.5929, -12.5995)
H (0.0900, -29.8202, -12.1960)
H (-0.2836, -28.8583, -10.8407)
H (2.2004, -30.4716, -11.0839)
H (0.8822, -31.0528, -10.0567)
H (3.4753, -30.6832, -9.1173)
H (2.3130, -30.4125, -7.8091)
H (3.6223, -29.3325, -8.0774)
C (4.4643, -18.4261, -3.1092)
O (3.7431, -19.3828, -3.8277)
C (2.6648, -18.7886, -4.5892)
C (2.0769, -19.7948, -5.5709)
N (0.9934, -20.5122, -4.8874)
C (0.6712, -21.7978, -5.5168)
C (-0.0050, -21.7134, -6.8539)
O (0.9895, -21.3633, -7.8845)
C (1.6624, -22.5225, -8.5619)
H (5.1413, -18.9213, -2.4131)
H (3.8251, -17.7748, -2.5131)
H (4.9722, -17.7409, -3.7879)
H (2.9829, -17.8766, -5.0943)
H (1.9074, -18.4464, -3.8840)
H (2.8907, -20.4575, -5.8655)
H (1.7304, -19.2672, -6.4596)
H (1.4128, -20.7256, -3.9937)
H (0.0813, -22.3287, -4.7696)
H (1.5123, -22.4873, -5.5893)
H (-0.8146, -20.9837, -6.8651)
H (-0.3791, -22.7088, -7.0932)
H (1.0428, -23.0606, -9.2793)
H (2.1259, -23.2648, -7.9122)
H (2.5352, -22.2151, -9.1380)

These are the Löwdin partial charges, in e, on atoms 1 to 99: Cr 0.54; C 0.03; C -0.65; O -0.12; O -0.08; H 0.06; H 0.07; H 0.06; C -0.02; C -0.50; C -0.03; O -0.06; H 0.06; H 0.08; H 0.06; H 0.11; H 0.08; H 0.06; H 0.06; H 0.04; C -0.04; C -0.47; C -0.05; O -0.07; H 0.08; H 0.07; H 0.06; H 0.12; H 0.07; H 0.08; H 0.07; H 0.09; C -0.11; O -0.23; C -0.19; C -0.19; N -0.04; C -0.18; C -0.21; O -0.23; C -0.07; H 0.09; H 0.08; H 0.08; H 0.12; H 0.12; H 0.11; H 0.10; H 0.09; H 0.11; H 0.10; H 0.12; H 0.10; H 0.07; H 0.07; H 0.09; C -0.12; O -0.18; C -0.19; C -0.22; N -0.08; C -0.20; C -0.20; O -0.19; C -0.17; H 0.09; H 0.07; H 0.08; H 0.13; H 0.08; H 0.13; H 0.11; H 0.11; H 0.12; H 0.13; H 0.12; H 0.12; H 0.09; H 0.09; H 0.08; C -0.08; O -0.30; C -0.15; C -0.19; N -0.11; C -0.15; C -0.17; O -0.28; C -0.08; H 0.09; H 0.10; H 0.09; H 0.13; H 0.14; H 0.13; H 0.12; H 0.12; H 0.12; H 0.11

---

No. 2
This record from the OMol25 dataset describes 13 unconnected molecules or ions with the total composition C32H80FO14P at a distorted geometry. The level of theory is wB97M-V/def2-TZVPD.

As for the HOMO-LUMO gap: 6.356 eV. Its HOMO energy is -8.2 eV.

CARTESIAN COORDINATES (ANGSTROEM)
C (-1.4858, 1.3012, 0.7800)
P (-3.1343, 0.4010, 0.2625)
C (-3.5146, -0.7246, 1.8021)
C (-2.5611, -0.7830, -1.1500)
C (-1.5780, -0.1772, -2.1347)
C (-1.0532, -1.2267, -3.3161)
O (-0.7729, -0.8117, -4.5638)
C (-0.8682, -2.8075, -2.8024)
C (-1.8423, -3.4131, -1.8078)
F (-1.7318, -4.8033, -1.2802)
C (-3.0400, -2.3602, -1.3034)
O (-4.2930, -2.7900, -1.0122)
H (-1.4917, 1.6118, 1.9083)
H (-0.6417, 0.4720, 0.6217)
H (-1.2025, 2.1768, 0.0403)
H (-3.0296, -1.7710, 1.5915)
H (-2.9359, -0.2193, 2.7146)
H (-4.6709, -0.7588, 2.0148)
H (-1.2090, 0.9265, -2.0116)
H (0.0452, -3.4457, -3.2056)
C (-6.2705, -4.2931, 2.1785)
C (-7.1818, -3.8610, 1.0484)
O (-6.7818, -2.5882, 0.5624)
H (-6.2981, -3.5642, 2.9951)
H (-6.5684, -5.2708, 2.5675)
H (-5.2315, -4.3505, 1.8379)
H (-8.2154, -3.7836, 1.3983)
H (-7.1499, -4.5782, 0.2225)
H (-5.8656, -2.6698, 0.2463)
C (1.1802, 4.8352, 1.7160)
C (-0.0872, 4.3540, 2.3917)
O (0.1008, 3.0398, 2.8955)
H (1.4573, 4.1649, 0.8959)
H (1.0505, 5.8456, 1.3180)
H (2.0178, 4.8388, 2.4212)
H (-0.9163, 4.3310, 1.6784)
H (-0.3637, 5.0119, 3.2212)
H (0.8336, 3.0727, 3.5342)
C (-0.1657, 2.3081, -7.9271)
C (-0.5836, 2.9048, -6.5991)
O (-1.3841, 1.9774, -5.8811)
H (-1.0449, 2.0442, -8.5240)
H (0.4485, 3.0125, -8.4951)
H (0.4045, 1.3858, -7.7751)
H (-1.1716, 3.8139, -6.7560)
H (0.2898, 3.1594, -5.9911)
H (-0.8499, 1.1770, -5.7396)
C (1.3721, -7.1087, -3.9167)
C (1.0549, -5.8605, -4.7140)
O (1.7267, -4.7426, -4.1524)
H (1.0680, -6.9857, -2.8722)
H (0.8581, -7.9791, -4.3342)
H (2.4496, -7.3032, -3.9139)
H (-0.0199, -5.6575, -4.6959)
H (1.3678, -5.9708, -5.7567)
H (2.6808, -4.9293, -4.1808)
C (5.5402, 6.7880, 2.3637)
C (5.4412, 5.7385, 3.4515)
O (4.8576, 4.5535, 2.9305)
H (4.5493, 7.0157, 1.9575)
H (5.9841, 7.7097, 2.7503)
H (6.1504, 6.4253, 1.5300)
H (4.8129, 6.0963, 4.2725)
H (6.4295, 5.4958, 3.8537)
H (5.4276, 4.2393, 2.2077)
C (2.1207, -0.8396, 3.5126)
C (1.8036, 0.4086, 2.7154)
O (2.4753, 1.5266, 3.2770)
H (1.8166, -0.7166, 4.5572)
H (1.6067, -1.7100, 3.0952)
H (3.1982, -1.0341, 3.5154)
H (0.7287, 0.6116, 2.7334)
H (2.1165, 0.2983, 1.6726)
H (3.4294, 1.3398, 3.2485)
C (-0.8077, -8.0728, 0.5580)
C (-0.8255, -7.2824, 1.8500)
O (-0.9941, -5.9003, 1.5708)
H (0.0034, -7.7289, -0.0922)
H (-0.6739, -9.1400, 0.7556)
H (-1.7415, -7.9309, 0.0042)
H (0.1177, -7.4092, 2.3895)
H (-1.6419, -7.6115, 2.5001)
H (-1.8385, -5.7974, 1.0992)
C (-0.0763, 7.1878, -5.4632)
C (1.1899, 6.4881, -5.0141)
O (0.8811, 5.5087, -4.0334)
H (-0.5742, 7.6653, -4.6129)
H (0.1451, 7.9494, -6.2162)
H (-0.7866, 6.4698, -5.8859)
H (1.8877, 7.2056, -4.5724)
H (1.6868, 5.9972, -5.8565)
H (0.2675, 4.8718, -4.4383)
C (-8.4583, -8.4472, 2.5794)
C (-8.4762, -7.6568, 3.8714)
O (-8.6448, -6.2747, 3.5923)
H (-7.6472, -8.1034, 1.9292)
H (-8.3245, -9.5145, 2.7770)
H (-9.3922, -8.3054, 2.0256)
H (-7.5329, -7.7837, 4.4109)
H (-9.2925, -7.9859, 4.5215)
H (-9.4891, -6.1719, 3.1206)
C (9.8129, 7.6440, -0.0699)
C (9.3950, 8.2408, 1.2582)
O (8.5945, 7.3134, 1.9762)
H (8.9337, 7.3801, -0.6667)
H (10.4271, 8.3484, -0.6379)
H (10.3831, 6.7218, 0.0822)
H (8.8069, 9.1498, 1.1013)
H (10.2684, 8.4954, 1.8662)
H (9.1287, 6.5130, 2.1177)
C (2.3531, -0.0597, -3.3117)
C (3.6193, -0.7594, -2.8627)
O (3.3105, -1.7388, -1.8820)
H (1.8552, 0.4178, -2.4615)
H (2.5745, 0.7018, -4.0648)
H (1.6428, -0.7778, -3.7345)
H (4.3171, -0.0419, -2.4210)
H (4.1161, -1.2503, -3.7050)
H (2.6969, -2.3757, -2.2868)
C (-1.2110, 1.0403, 6.9474)
C (-1.2794, 1.3316, 5.4626)
O (-1.8852, 0.2425, 4.7820)
H (-0.6368, 0.1268, 7.1342)
H (-0.7422, 1.8686, 7.4861)
H (-2.2132, 0.8757, 7.3565)
H (-0.2747, 1.4736, 5.0536)
H (-1.8628, 2.2364, 5.2667)
H (-2.7799, 0.1301, 5.1467)

These are the Löwdin partial charges, in e, on atoms 1 to 99: C -0.32; P 0.89; C -0.30; C -0.28; C 0.00; C -0.20; O -0.05; C 0.10; C -0.02; F -0.05; C -0.14; O -0.04; H 0.04; H 0.06; H 0.05; H 0.05; H 0.03; H 0.05; H 0.11; H 0.11; C -0.09; C -0.32; O -0.10; H 0.08; H 0.05; H 0.07; H 0.11; H 0.11; H 0.03; C -0.08; C -0.31; O -0.13; H 0.08; H 0.07; H 0.06; H 0.10; H 0.11; H 0.07; C -0.09; C -0.33; O -0.09; H 0.08; H 0.07; H 0.08; H 0.11; H 0.10; H 0.05; C -0.09; C -0.32; O -0.11; H 0.07; H 0.08; H 0.07; H 0.11; H 0.11; H 0.09; C -0.10; C -0.32; O -0.10; H 0.07; H 0.07; H 0.06; H 0.11; H 0.10; H 0.09; C -0.08; C -0.32; O -0.10; H 0.07; H 0.08; H 0.07; H 0.08; H 0.11; H 0.09; C -0.10; C -0.33; O -0.10; H 0.07; H 0.07; H 0.07; H 0.11; H 0.11; H 0.07; C -0.09; C -0.33; O -0.09; H 0.08; H 0.07; H 0.06; H 0.11; H 0.10; H 0.07; C -0.10; C -0.33; O -0.10; H 0.07; H 0.07; H 0.07; H 0.11